Record 1
DFT (ωB97M-V/def2-TZVPD) results for a structure of composition C16H18N4O2Zr at a distorted geometry.

The geometry in XYZ format:
```
41
Properties=species:S:1:pos:R:3:forces:R:3
H -2.647 0.035 1.748 -0.079 -0.140 0.054
H -4.636 -3.404 -3.755 0.076 0.247 0.136
C -1.382 1.102 -1.149 -5.645 3.871 -5.407
H -1.584 -2.101 1.749 0.010 0.159 0.059
C -0.061 -0.029 5.360 -2.400 -1.552 1.935
C -1.564 0.020 1.836 -1.597 0.230 -0.152
H 0.929 -0.528 5.664 -0.680 0.679 -0.553
C 0.463 1.278 2.167 -0.568 -2.478 1.583
C 0.425 -1.477 1.838 1.876 -1.495 -1.788
Zr 0.267 0.134 -0.019 1.528 0.718 1.488
C -0.934 1.254 1.831 0.395 2.119 -1.707
H 0.096 6.651 -2.350 0.081 -0.260 0.033
C -0.291 -0.142 3.948 1.967 0.989 2.536
N -3.174 -1.534 -1.657 1.222 0.605 0.959
C -4.691 -2.315 -3.634 -0.067 -0.040 -0.068
H 0.385 5.493 -3.673 0.030 -0.022 0.254
N 3.232 -2.032 -0.986 -0.054 0.177 -0.523
H 1.751 6.112 -2.714 -0.212 -0.181 0.122
O -2.104 1.675 -1.870 4.152 -3.363 4.400
C 5.010 -2.990 -2.655 0.192 -0.126 -0.147
C -0.003 -1.771 -1.137 -0.484 -6.767 -5.357
O -0.007 -2.696 -1.855 -0.017 5.361 4.397
C 1.327 -0.408 2.151 -2.370 1.274 1.909
H 5.587 -3.803 -2.195 -0.217 0.193 0.017
C 0.544 4.679 -1.739 -0.069 -1.300 1.066
C 4.017 -2.462 -1.724 -0.474 0.364 0.500
H 5.712 -2.201 -2.959 -0.232 -0.095 0.167
C -3.833 -1.874 -2.526 -1.000 -0.506 -1.115
H -4.370 -1.844 -4.570 -0.006 -0.057 0.247
H -0.893 -0.522 5.919 0.688 0.548 -0.059
H 2.357 -0.412 2.393 1.532 -0.242 -0.717
C 0.702 5.792 -2.665 0.030 0.306 -0.184
H -5.738 -2.043 -3.450 0.296 0.004 0.097
H 4.518 -3.381 -3.554 0.016 0.091 0.245
C -0.937 -1.225 1.833 -0.928 -1.590 -0.191
H 1.087 2.089 2.382 1.039 1.752 -0.577
H -1.483 2.198 2.032 0.209 -0.445 -0.962
H 0.820 -2.490 2.070 -0.222 0.383 -1.054
H 0.008 1.069 5.691 0.153 -0.824 -0.508
N 0.430 3.784 -0.997 0.126 0.464 -1.023
N 0.667 0.319 3.220 1.705 0.949 -0.111
```
Forces are in eV/Å.

The total charge is +4. For the energy relative to the best compared isomer or geometry (same formula, charge and spin), the calculation gives 1040.3 kJ/mol. As for the total energy: -28163.2785 eV. As for the LUMO energy (alpha / beta): -17.7 / -17.7 eV. The value obtained for the HOMO energy (alpha / beta) is -0.799 / -0.799 Eh.

Atomic partial charges in e from the natural (NBO) method, atoms 1 to 8: 0.339 0.297 0.436 0.343 -0.834 -0.209 0.401 -0.060

***

Record 2
DFT (ωB97M-V/def2-TZVPD) results for a structure of composition C16H18N4O3 at a distorted geometry.

The geometry in XYZ format:
```
41
Properties=species:S:1:pos:R:3:forces:R:3
H 4.217 1.638 2.326 -3.213 2.003 1.285
C 2.884 1.819 2.396 10.286 -5.887 7.904
C -2.305 0.188 -0.712 -13.577 0.848 -6.997
H -1.900 1.587 3.477 0.906 1.542 1.179
H -1.214 3.723 1.966 -2.780 1.137 -0.746
C 1.087 -0.003 -0.112 11.970 1.453 6.126
C 0.586 -2.160 -1.975 -1.522 0.997 -2.850
N -1.583 -3.641 -4.835 6.933 -4.810 2.016
H 2.923 1.263 4.742 -0.112 -0.861 -2.153
N -0.328 -1.125 -1.608 -0.294 -1.878 -0.099
H 2.939 -0.056 3.525 2.829 -8.080 -1.518
H -0.136 4.294 3.281 -1.599 -1.411 -0.749
H -1.393 -1.273 -1.807 2.860 0.098 0.462
C -1.159 1.495 0.962 11.397 -5.699 -5.654
C -0.578 -4.734 -4.552 -0.055 5.924 1.319
H -1.998 3.160 4.506 -0.517 0.107 -0.655
C -1.356 2.515 3.908 1.083 -0.620 -1.200
H -2.540 -1.330 -3.560 -11.835 1.307 9.907
H 0.945 -4.762 -2.994 3.966 -4.121 3.130
H -1.212 -0.648 -4.121 0.992 1.330 0.670
C -0.093 -3.071 -3.014 0.883 0.634 -3.927
H -0.614 -5.671 -4.996 -0.148 -1.360 -0.810
C 0.510 -4.166 -3.608 -7.237 -0.243 -3.222
C 1.531 0.936 0.964 -9.360 0.446 -3.524
H -2.218 -1.351 -5.295 0.434 -0.806 3.412
C 2.635 0.800 3.713 -7.315 11.253 1.392
C 0.156 1.794 1.403 2.512 -1.861 -1.629
C -0.621 3.357 2.735 -4.377 5.368 7.476
N -0.970 -2.734 -4.062 -5.859 4.994 2.410
H -1.927 1.897 1.270 -7.603 4.038 2.899
O 0.365 2.911 2.114 7.731 -4.917 -2.555
H 1.310 0.865 3.767 3.863 -0.822 0.039
C -1.880 -1.454 -4.098 12.561 -2.892 -14.038
N -3.440 0.199 -1.341 9.181 -0.876 5.252
H 2.000 -0.657 -0.291 -1.602 0.657 -0.583
C -0.051 -0.158 -0.638 -5.963 -0.244 -2.332
C -1.138 0.616 -0.233 1.612 0.927 4.146
O 2.772 1.208 1.288 -3.400 -2.866 -6.088
O 1.789 -2.245 -1.840 -1.245 0.215 1.066
H 2.597 2.706 2.653 -1.952 5.391 0.334
H -0.591 2.270 4.696 -0.430 -0.417 -1.094
```
Forces are in eV/Å.

For the energy relative to the best compared isomer or geometry (same formula, charge and spin), the calculation gives 1764.5 kJ/mol. As for the total energy: -28970.3442 eV. As for the LUMO energy: -0.8 eV. The value obtained for the HOMO energy is -0.302 Eh.

Atomic partial charges in e from the natural (NBO) method, atoms 1 to 8: 0.152 -0.003 0.251 0.217 0.162 -0.247 0.673 -0.213

***

Record 3
DFT (ωB97M-V/def2-TZVPD) results for an isolated molecule of C16H18N4O4S.

The geometry in XYZ format:
```
43
Properties=species:S:1:pos:R:3:forces:R:3
H 5.745 0.363 -1.259 -0.062 -0.064 0.069
C -2.103 0.438 2.697 -0.177 -0.051 -0.365
H 1.536 0.933 -2.376 0.077 -0.132 0.164
C 3.009 0.149 -1.276 -0.281 0.015 -0.006
S -3.216 -2.144 0.687 -0.383 0.475 -0.093
H -0.444 -2.567 1.274 0.101 -0.082 0.102
C 3.885 0.976 -2.167 0.466 0.280 -0.286
H -2.905 -1.474 3.304 -0.061 0.117 0.196
H -2.283 3.587 3.081 0.015 0.039 -0.032
H 1.639 -1.542 0.355 -0.003 -0.013 0.011
H -0.908 2.562 4.741 0.066 -0.012 -0.054
C 5.467 2.424 -3.735 -0.190 0.012 -0.029
N 6.053 1.689 -2.804 0.328 0.060 -0.042
H 0.090 1.773 3.490 -0.067 0.021 0.063
C 0.670 -1.259 -0.022 0.123 0.006 0.012
N -3.889 -0.933 1.611 0.168 -0.730 -0.626
H -2.228 1.662 0.889 -0.063 0.013 -0.036
N 3.298 1.720 -3.105 0.012 -0.176 0.199
C -1.716 -1.449 -0.005 -0.471 -0.453 0.281
O 3.459 -0.542 -0.388 0.132 -0.050 0.051
C -0.937 2.030 3.791 0.229 0.275 -0.065
C -0.677 0.050 -1.544 0.017 -0.048 0.109
H -3.535 1.938 2.054 -0.086 0.021 -0.040
C -1.821 -0.520 -1.022 0.056 0.049 -0.124
H -4.014 -0.106 3.509 0.043 -0.054 -0.050
H -2.798 -0.272 -1.407 -0.082 0.099 -0.136
C 0.577 -0.311 -1.043 -0.225 -0.271 0.326
O -2.872 -3.216 1.567 0.313 0.164 0.178
H -1.258 -0.049 2.183 -0.134 0.112 0.120
H 6.118 3.009 -4.369 -0.045 0.088 -0.108
H -4.258 -0.182 1.052 -0.128 0.062 -0.229
H -0.915 3.284 2.005 -0.003 0.063 -0.004
H 3.592 3.038 -4.642 0.084 0.077 -0.084
C 4.083 2.441 -3.887 0.124 0.079 -0.074
C -3.264 -0.551 2.848 0.648 0.138 0.594
C 5.272 0.966 -2.021 -0.402 -0.178 0.179
C -1.640 2.813 2.666 0.052 -0.075 0.167
C -0.482 -1.826 0.491 -0.104 -0.045 -0.067
H -0.744 0.774 -2.343 -0.025 0.070 -0.087
C -2.469 1.736 1.948 0.124 -0.237 0.120
O -1.689 0.854 3.981 -0.279 -0.207 0.138
O -4.138 -2.364 -0.386 0.112 0.283 -0.099
N 1.696 0.293 -1.602 -0.016 0.264 -0.342
```
Forces are in eV/Å.

The structure (SMILES) is O=C(Nc1ccc(S(=O)(=O)NC[C@H]2CCCO2)cc1)c1cnccn1. For the energy relative to the best compared isomer or geometry (same formula, charge and spin), the calculation gives 168.0 kJ/mol. As for the total energy: -41869.6234 eV. As for the LUMO energy: -0.6 eV. The value obtained for the HOMO energy is -0.332 Eh.

Atomic partial charges in e from the natural (NBO) method, atoms 1 to 8: 0.226 0.078 0.431 0.650 2.323 0.249 0.049 0.236

***

What did the third record say?
DFT (ωB97M-V/def2-TZVPD) results for an isolated molecule of C16H18N4O4S.

The geometry in XYZ format:
```
43
Properties=species:S:1:pos:R:3:forces:R:3
H 5.745 0.363 -1.259 -0.062 -0.064 0.069
C -2.103 0.438 2.697 -0.177 -0.051 -0.365
H 1.536 0.933 -2.376 0.077 -0.132 0.164
C 3.009 0.149 -1.276 -0.281 0.015 -0.006
S -3.216 -2.144 0.687 -0.383 0.475 -0.093
H -0.444 -2.567 1.274 0.101 -0.082 0.102
C 3.885 0.976 -2.167 0.466 0.280 -0.286
H -2.905 -1.474 3.304 -0.061 0.117 0.196
H -2.283 3.587 3.081 0.015 0.039 -0.032
H 1.639 -1.542 0.355 -0.003 -0.013 0.011
H -0.908 2.562 4.741 0.066 -0.012 -0.054
C 5.467 2.424 -3.735 -0.190 0.012 -0.029
N 6.053 1.689 -2.804 0.328 0.060 -0.042
H 0.090 1.773 3.490 -0.067 0.021 0.063
C 0.670 -1.259 -0.022 0.123 0.006 0.012
N -3.889 -0.933 1.611 0.168 -0.730 -0.626
H -2.228 1.662 0.889 -0.063 0.013 -0.036
N 3.298 1.720 -3.105 0.012 -0.176 0.199
C -1.716 -1.449 -0.005 -0.471 -0.453 0.281
O 3.459 -0.542 -0.388 0.132 -0.050 0.051
C -0.937 2.030 3.791 0.229 0.275 -0.065
C -0.677 0.050 -1.544 0.017 -0.048 0.109
H -3.535 1.938 2.054 -0.086 0.021 -0.040
C -1.821 -0.520 -1.022 0.056 0.049 -0.124
H -4.014 -0.106 3.509 0.043 -0.054 -0.050
H -2.798 -0.272 -1.407 -0.082 0.099 -0.136
C 0.577 -0.311 -1.043 -0.225 -0.271 0.326
O -2.872 -3.216 1.567 0.313 0.164 0.178
H -1.258 -0.049 2.183 -0.134 0.112 0.120
H 6.118 3.009 -4.369 -0.045 0.088 -0.108
H -4.258 -0.182 1.052 -0.128 0.062 -0.229
H -0.915 3.284 2.005 -0.003 0.063 -0.004
H 3.592 3.038 -4.642 0.084 0.077 -0.084
C 4.083 2.441 -3.887 0.124 0.079 -0.074
C -3.264 -0.551 2.848 0.648 0.138 0.594
C 5.272 0.966 -2.021 -0.402 -0.178 0.179
C -1.640 2.813 2.666 0.052 -0.075 0.167
C -0.482 -1.826 0.491 -0.104 -0.045 -0.067
H -0.744 0.774 -2.343 -0.025 0.070 -0.087
C -2.469 1.736 1.948 0.124 -0.237 0.120
O -1.689 0.854 3.981 -0.279 -0.207 0.138
O -4.138 -2.364 -0.386 0.112 0.283 -0.099
N 1.696 0.293 -1.602 -0.016 0.264 -0.342
```
Forces are in eV/Å.

The structure (SMILES) is O=C(Nc1ccc(S(=O)(=O)NC[C@H]2CCCO2)cc1)c1cnccn1. For the energy relative to the best compared isomer or geometry (same formula, charge and spin), the calculation gives 168.0 kJ/mol. As for the total energy: -41869.6234 eV. As for the LUMO energy: -0.6 eV. The value obtained for the HOMO energy is -0.332 Eh.

Atomic partial charges in e from the natural (NBO) method, atoms 1 to 8: 0.226 0.078 0.431 0.650 2.323 0.249 0.049 0.236

***

Please write out number 3 again, unchanged.
DFT (ωB97M-V/def2-TZVPD) results for an isolated molecule of C16H18N4O4S.

The geometry in XYZ format:
```
43
Properties=species:S:1:pos:R:3:forces:R:3
H 5.745 0.363 -1.259 -0.062 -0.064 0.069
C -2.103 0.438 2.697 -0.177 -0.051 -0.365
H 1.536 0.933 -2.376 0.077 -0.132 0.164
C 3.009 0.149 -1.276 -0.281 0.015 -0.006
S -3.216 -2.144 0.687 -0.383 0.475 -0.093
H -0.444 -2.567 1.274 0.101 -0.082 0.102
C 3.885 0.976 -2.167 0.466 0.280 -0.286
H -2.905 -1.474 3.304 -0.061 0.117 0.196
H -2.283 3.587 3.081 0.015 0.039 -0.032
H 1.639 -1.542 0.355 -0.003 -0.013 0.011
H -0.908 2.562 4.741 0.066 -0.012 -0.054
C 5.467 2.424 -3.735 -0.190 0.012 -0.029
N 6.053 1.689 -2.804 0.328 0.060 -0.042
H 0.090 1.773 3.490 -0.067 0.021 0.063
C 0.670 -1.259 -0.022 0.123 0.006 0.012
N -3.889 -0.933 1.611 0.168 -0.730 -0.626
H -2.228 1.662 0.889 -0.063 0.013 -0.036
N 3.298 1.720 -3.105 0.012 -0.176 0.199
C -1.716 -1.449 -0.005 -0.471 -0.453 0.281
O 3.459 -0.542 -0.388 0.132 -0.050 0.051
C -0.937 2.030 3.791 0.229 0.275 -0.065
C -0.677 0.050 -1.544 0.017 -0.048 0.109
H -3.535 1.938 2.054 -0.086 0.021 -0.040
C -1.821 -0.520 -1.022 0.056 0.049 -0.124
H -4.014 -0.106 3.509 0.043 -0.054 -0.050
H -2.798 -0.272 -1.407 -0.082 0.099 -0.136
C 0.577 -0.311 -1.043 -0.225 -0.271 0.326
O -2.872 -3.216 1.567 0.313 0.164 0.178
H -1.258 -0.049 2.183 -0.134 0.112 0.120
H 6.118 3.009 -4.369 -0.045 0.088 -0.108
H -4.258 -0.182 1.052 -0.128 0.062 -0.229
H -0.915 3.284 2.005 -0.003 0.063 -0.004
H 3.592 3.038 -4.642 0.084 0.077 -0.084
C 4.083 2.441 -3.887 0.124 0.079 -0.074
C -3.264 -0.551 2.848 0.648 0.138 0.594
C 5.272 0.966 -2.021 -0.402 -0.178 0.179
C -1.640 2.813 2.666 0.052 -0.075 0.167
C -0.482 -1.826 0.491 -0.104 -0.045 -0.067
H -0.744 0.774 -2.343 -0.025 0.070 -0.087
C -2.469 1.736 1.948 0.124 -0.237 0.120
O -1.689 0.854 3.981 -0.279 -0.207 0.138
O -4.138 -2.364 -0.386 0.112 0.283 -0.099
N 1.696 0.293 -1.602 -0.016 0.264 -0.342
```
Forces are in eV/Å.

The structure (SMILES) is O=C(Nc1ccc(S(=O)(=O)NC[C@H]2CCCO2)cc1)c1cnccn1. For the energy relative to the best compared isomer or geometry (same formula, charge and spin), the calculation gives 168.0 kJ/mol. As for the total energy: -41869.6234 eV. As for the LUMO energy: -0.6 eV. The value obtained for the HOMO energy is -0.332 Eh.

Atomic partial charges in e from the natural (NBO) method, atoms 1 to 8: 0.226 0.078 0.431 0.650 2.323 0.249 0.049 0.236

***

Question: Which formula does entry 1 have?
Answer: C16H18N4O2Zr

***

Question: energy relative to the best compared isomer or geometry (same formula, charge and spin) of number 3 (C16H18N4O4S)?
Answer: 168.0 kJ/mol